{
  "formula": "C17H26O7S2",
  "method": "ωB97M-V/def2-TZVPD",
  "total_charge": 0,
  "orbital_gap_ha": 0.3497,
  "smiles": "Cc1ccc(COC(=O)O)cc1.O=S1(=O)CCCC1.O=S1(=O)CCCC1",
  "lumo_energy_ev": 0.47,
  "total_energy_ev": -54051.73637,
  "spin_multiplicity": 1,
  "elements": ["C", "C", "C", "C", "C", "C", "O", "C", "O", "O", "C", "C", "H", "H", "H", "H", "H", "H", "H", "H", "H", "H", "O", "S", "O", "C", "C", "C", "C", "H", "H", "H", "H", "H", "H", "H", "H", "O", "S", "O", "C", "C", "C", "C", "H", "H", "H", "H", "H", "H", "H", "H"],
  "positions_angstrom": [[3.0826, -1.6744, 0.6048], [1.8661, -0.6402, 0.7083], [1.1993, -0.4809, 2.0039], [0.0891, 0.4534, 2.0952], [-0.2992, 1.1735, 0.8868], [-1.5401, 2.1394, 1.0201], [-2.6938, 1.2758, 1.2702], [-2.8393, 0.3781, 0.2252], [-3.3604, 0.7572, -0.7924], [-2.4509, -0.9467, 0.3111], [0.3627, 1.0274, -0.4035], [1.4837, 0.0942, -0.4901], [3.3954, -1.6734, -0.4742], [2.7658, -2.6872, 0.9508], [3.9286, -1.2971, 1.2315], [1.4757, -1.0460, 2.9188], [-0.4798, 0.6391, 3.0366], [-1.6707, 2.7616, 0.1006], [-1.4176, 2.8188, 1.8963], [-1.7260, -1.0254, -0.3441], [-0.0176, 1.6338, -1.2544], [1.9798, -0.0522, -1.4727], [4.4460, 1.3482, 0.9246], [4.4127, 2.3297, 1.9788], [4.6130, 1.9772, 3.3631], [5.5210, 3.6657, 1.5537], [4.6601, 4.6268, 0.7423], [3.3198, 4.7071, 1.4780], [2.8980, 3.2754, 1.8216], [6.3727, 3.2774, 0.9976], [5.8574, 4.1273, 2.4832], [5.1312, 5.6063, 0.6508], [4.5050, 4.2306, -0.2653], [3.4442, 5.2852, 2.3980], [2.5588, 5.2078, 0.8776], [2.3480, 3.2316, 2.7603], [2.3046, 2.8290, 1.0221], [-3.4446, -6.2232, -2.6850], [-3.1700, -4.8262, -2.4546], [-1.8298, -4.3294, -2.2538], [-3.9515, -3.8745, -3.7489], [-5.3537, -3.5980, -3.2194], [-5.1752, -3.2241, -1.7446], [-4.2214, -4.2493, -1.1232], [-3.9463, -4.4401, -4.6790], [-3.3866, -2.9486, -3.8683], [-5.8444, -2.8032, -3.7823], [-5.9685, -4.4991, -3.3002], [-4.7382, -2.2239, -1.6729], [-6.1287, -3.2030, -1.2152], [-3.6049, -3.8039, -0.3436], [-4.7620, -5.1076, -0.7243]],
  "nbo_charge": [-0.66, 0.13, -0.25, -0.19, -0.10, -0.09, -0.54, 0.99, -0.57, -0.71, -0.24, -0.26, 0.21, 0.22, 0.24, 0.23, 0.23, 0.20, 0.21, 0.51, 0.23, 0.23, -0.95, 2.17, -0.94, -0.68, -0.41, -0.40, -0.69, 0.26, 0.24, 0.23, 0.22, 0.21, 0.22, 0.25, 0.26, -0.94, 2.17, -0.95, -0.68, -0.41, -0.40, -0.68, 0.25, 0.24, 0.23, 0.21, 0.22, 0.22, 0.26, 0.25]
}